(1)
# C4H11N3O

The molecule C4H11N3O (ωB97M-V with the def2-TZVPD basis set, OMol25).

XYZ file:
```
19
Properties=species:S:1:pos:R:3:forces:R:3
C 1.3006 0.0350 -0.5726 -0.02 -1.00 0.79
H -2.4165 0.3393 -1.2454 0.13 -0.07 -0.12
H -0.5610 1.7468 1.4773 -0.04 0.02 0.10
C -1.3611 1.2591 0.9267 0.21 -0.18 -0.32
H 1.4860 -0.5975 -1.4555 0.08 0.10 0.06
H -1.9469 2.0245 0.4207 -0.07 0.08 0.00
H -1.3302 -0.8872 -1.6044 -0.28 0.14 0.08
H 0.2217 -2.3507 -0.7337 -0.61 -0.40 0.53
O 0.3868 1.0773 -0.8736 -1.66 -0.54 0.72
N 2.5632 0.4004 -0.0118 0.03 0.23 -0.27
N 0.1610 -2.0760 0.2398 0.80 0.68 0.45
H 3.1517 0.8366 -0.7122 0.03 0.00 0.06
H -0.5287 -2.4571 0.8756 -0.02 -0.34 -0.86
C -0.7593 0.3077 -0.0817 1.05 1.04 -0.34
H 2.4296 1.0702 0.7389 0.01 -0.03 -0.03
H 0.6116 -0.4539 1.4589 -0.04 0.06 -0.02
N -1.7379 -0.3129 -0.8734 0.12 0.11 -0.18
C 0.3358 -0.6630 0.4230 0.31 0.07 -0.75
H -2.0064 0.7013 1.6035 -0.03 0.02 0.09
```
Forces are in eV/Å.

Results
structure (SMILES): C[C@@]1(N)O[C@@H](N)[C@@H]1N
charge: 0
DFT total energy: -398.4980 Ha

***

(2)
# C4H11N3O2

A cluster of 2 separate species, C4H11N3O2 in total (ωB97M-V with the def2-TZVPD basis set, OMol25).

XYZ file:
```
20
Properties=species:S:1:pos:R:3:forces:R:3
C -0.1028 3.1818 -0.7613 0.58 -0.50 0.79
C -1.4667 3.0032 -1.3492 -0.27 1.93 -0.19
N 1.0209 -3.1712 0.9397 -0.14 -0.15 0.40
H -1.2045 -1.6030 -1.1705 -0.33 -0.06 -0.08
H 0.4050 -3.6834 0.3366 0.16 -0.01 -0.17
H -1.3934 -2.7243 0.1639 0.29 -0.60 0.12
H -2.0858 -1.2040 0.2929 -0.29 0.76 0.22
C 0.8908 -1.8015 0.9781 0.60 0.24 -0.63
N 0.0122 -1.1020 0.3849 -0.37 0.54 1.27
O 0.8045 2.3768 -1.3619 -0.31 -0.68 -1.14
H -2.1371 3.6567 -0.7922 -0.12 -0.38 0.38
H -1.4289 3.5608 -2.2966 -0.01 -0.74 -0.29
H -1.8585 2.0007 -1.4389 0.30 -0.17 -0.15
H 1.9269 -3.5668 1.1161 -0.11 -0.10 0.03
H 2.7022 -1.6232 2.0032 -0.20 0.02 0.18
H 1.5815 -0.3239 2.1476 0.12 0.34 0.12
C -1.2009 -1.6848 -0.0802 0.13 -0.48 -1.13
N 1.8957 -1.1336 1.6580 0.17 -0.40 -0.35
H 1.4514 1.8678 -0.8628 -0.07 0.62 0.64
O 0.1875 3.9739 0.0924 -0.12 -0.17 -0.02
```
Forces are in eV/Å.

Results
structure (SMILES): CN=C(N)N.CC(=O)O
charge: 0
DFT total energy: -473.7570 Ha

***

(3)
# C4H11N3O2

A cluster of 2 separate species, C4H11N3O2 in total (ωB97M-V with the def2-TZVPD basis set, OMol25).

XYZ file:
```
20
Properties=species:S:1:pos:R:3:forces:R:3
O -2.0914 -2.1694 -1.0149 -0.10 -0.33 -0.15
H 0.5530 0.0327 0.6792 -0.13 -0.13 -0.23
C 2.0219 0.1170 -0.7503 0.09 0.94 0.01
H 2.9825 -0.3398 -0.5083 -0.24 -0.43 0.09
N 2.8099 -0.3792 2.0416 0.74 -0.15 0.65
H -4.1898 0.0203 -1.9750 0.03 -0.49 -0.31
N 2.2932 1.8297 2.2886 0.99 -1.81 -1.04
C -3.1131 -0.1675 -1.8772 -1.07 0.83 -2.39
H -2.8180 0.8764 -1.7413 0.78 -0.44 1.43
H 1.5091 2.4370 2.3427 0.25 0.74 -0.03
H -2.6785 -0.3588 -2.8605 -0.24 -0.43 0.03
C -2.9331 -1.3232 -0.9743 0.40 1.25 1.89
O -3.8437 -1.1839 0.0416 -0.08 0.09 -0.27
H 2.2911 0.9768 -1.3694 -0.22 -0.16 -0.26
H -3.6720 -1.7449 0.8050 0.30 -0.46 -0.21
H 3.2466 1.8887 2.6248 -0.83 0.87 0.81
H 1.3679 -0.5583 -1.2929 0.14 -0.05 -0.14
C 2.1772 0.6227 1.6116 -0.70 0.37 -0.13
N 1.3206 0.6472 0.4399 0.07 -0.35 0.65
H 2.7666 -1.2234 1.4890 -0.19 0.12 -0.40
```
Forces are in eV/Å.

Results
structure (SMILES): [H]/N=C(/N)NC.CC(=O)O
charge: 0
DFT total energy: -473.7336 Ha

***

(4)
# C4H11N3O2

A cluster of 2 separate species, C4H11N3O2 in total (ωB97M-V with the def2-TZVPD basis set, OMol25).

XYZ file:
```
20
Properties=species:S:1:pos:R:3:forces:R:3
C -0.6474 0.6415 0.6636 -1.59 1.00 0.17
H 0.6583 0.9445 -1.4100 -0.46 0.03 0.47
H -0.1539 -3.0967 1.8113 0.17 0.51 -0.42
N -1.4578 1.6591 -0.0460 0.80 -0.63 -0.01
N 0.1619 1.7742 -1.7060 1.47 -1.21 0.36
C 2.2324 -2.7294 1.7795 0.22 1.09 0.27
H 1.7851 -2.9065 2.7551 0.30 -0.39 0.13
H 0.3813 0.9786 0.8567 -0.49 -0.26 -0.26
H 2.8362 -3.5641 1.4153 -1.05 -0.36 -0.45
H -2.7874 2.9659 -1.8201 0.10 -0.13 0.46
H -1.2002 0.5341 1.6002 0.49 -0.14 0.25
C 1.1868 -1.9961 0.9240 0.59 -1.74 0.53
H -2.4366 1.5569 0.1640 -0.06 0.19 -0.34
O 1.4813 -1.1602 0.1326 -0.22 0.16 -0.42
H 0.6213 2.1117 -2.5327 -1.03 0.52 -0.29
H 3.0372 -2.0090 1.8941 -0.09 0.42 0.35
C -1.1494 1.9970 -1.3619 0.04 1.53 0.22
N -1.8565 2.7245 -2.1332 -0.26 -0.21 -0.88
O -0.1138 -2.3562 1.1761 0.47 -0.09 -0.03
H -0.7559 -0.3006 0.1525 0.61 -0.28 -0.10
```
Forces are in eV/Å.

Results
structure (SMILES): [H]/N=C(/N)NC.CC(=O)O
charge: 0
DFT total energy: -473.7511 Ha

***

(5)
# C4H11N3O2

A cluster of 2 separate species, C4H11N3O2 in total (ωB97M-V with the def2-TZVPD basis set, OMol25).

XYZ file:
```
20
Properties=species:S:1:pos:R:3:forces:R:3
H 1.9427 -0.9892 0.4709 -0.43 0.63 -2.23
H -1.3773 -1.3846 0.4043 0.94 0.79 -0.07
C 0.1284 2.4831 1.8605 -0.26 -3.30 -0.73
H 0.8745 4.2034 0.6752 -1.55 -1.36 1.35
N 1.5849 -1.0371 -0.5253 3.70 0.73 -0.89
H -1.9324 -2.7518 -1.2005 -1.14 0.42 0.35
C 0.3013 3.8528 1.6478 3.35 6.12 -1.43
O 0.5754 1.8605 2.7888 -0.42 -0.23 0.00
O -0.5352 1.9419 0.7967 0.90 4.22 0.15
H -0.7980 1.0897 0.9507 -0.56 -4.23 0.64
H 0.8008 -2.7947 -2.0147 -1.69 1.98 0.42
N -0.4655 -0.8531 0.3774 -0.57 -3.23 -2.02
H 2.1530 -0.6493 -1.3984 -1.78 -1.44 2.93
H -1.1027 -4.1323 -1.7018 1.03 -0.54 0.49
H -1.6031 -3.0753 -2.9100 -0.43 0.46 -0.54
H 0.9805 4.3562 2.3584 -0.18 -0.90 0.32
N -0.0573 -2.1549 -1.8181 2.61 -1.92 1.54
C 0.2911 -1.3894 -0.5790 -2.86 0.72 -0.20
C -1.2201 -3.0863 -1.9101 0.38 1.29 0.25
H -0.5408 4.5102 1.7273 -1.06 -0.22 -0.34
```
Forces are in eV/Å.

Results
structure (SMILES): [H]/N=C(/N)NC.CC(=O)O
charge: 0
DFT total energy: -473.7143 Ha

***

(6)
# C4H11N3O2

A cluster of 2 separate species, C4H11N3O2 in total (ωB97M-V with the def2-TZVPD basis set, OMol25).

XYZ file:
```
20
Properties=species:S:1:pos:R:3:forces:R:3
H 1.4048 1.3234 0.8013 -0.26 0.01 0.72
N -0.2784 -1.4806 -1.4542 0.11 0.34 0.33
O -1.6511 -0.7157 1.1411 -0.47 0.62 0.57
H 1.6799 -1.1547 -2.9385 -0.24 -0.24 -0.32
H 0.5667 -1.1343 0.7602 -0.12 0.65 0.51
H -0.4308 1.4887 0.0863 0.03 -0.39 0.48
N 1.2423 -0.6929 0.1670 -0.26 0.40 -1.96
H -1.6221 2.6230 0.6796 0.05 -0.18 1.05
H -2.0694 -1.1585 1.8906 0.03 -0.82 0.07
H 2.3731 0.9181 -0.4696 0.62 -0.35 -0.74
C 2.0115 0.4964 0.4427 -0.30 0.16 0.87
H -2.0591 1.4237 -0.3876 -0.04 -0.45 0.17
O -2.2984 0.8625 2.6058 -0.12 -0.41 0.11
C -1.8343 0.5693 1.5385 0.43 1.11 -0.18
H 2.8351 0.3327 1.1312 0.11 -0.03 0.01
C 0.9989 -0.9750 -1.1863 0.54 -1.95 0.82
C -1.4338 1.5663 0.5083 -0.27 0.59 -2.13
H -1.0705 -0.8720 -1.3793 -0.21 -0.26 0.18
H -0.3487 -2.3444 -1.9546 -0.08 0.22 -0.44
N 1.9844 -1.0759 -1.9825 0.44 0.96 -0.11
```
Forces are in eV/Å.

Results
structure (SMILES): [H]/N=C(\N)NC.CC(=O)O
charge: 0
DFT total energy: -473.7497 Ha

***

LUMO level (eV)
1.023, 0.689, 0.520, 0.269, 0.743, 0.512
Energy above the lowest of the compared OMol25 structures with the same formula, charge and spin (eV)
1.528, 1.246, 1.881, 1.407, 2.408, 1.444
HOMO-LUMO gap (eV)
10.0607, 9.2794, 9.5792, 8.3714, 10.1597, 9.1988